(1)
{"formula": "C4H10NS", "method": "ωB97M-V/def2-TZVPD", "gap_ev": 10.95, "largest_force_ev_per_a": 5.05, "lumo_ev": -3.097, "e_tot_ev": -16626.75702, "de_lowest_ev": 2.209, "charge": 1, "smiles": "C[N@@H+]1C[C@@]1(C)S", "homo_ev": -14.04, "elements": ["C", "N", "C", "C", "C", "S", "H", "H", "H", "H", "H", "H", "H", "H", "H", "H"], "xyz": [[-1.17, -1.33, -0.33], [0.03, -0.56, -0.79], [1.22, -0.59, -0.01], [0.45, 0.70, -0.01], [-0.43, 1.20, 1.17], [1.03, 1.93, -1.22], [-1.44, -1.07, 0.66], [-2.07, -1.17, -0.81], [-0.89, -2.41, -0.40], [-0.02, -0.68, -1.80], [2.16, -0.72, -0.53], [0.97, -1.18, 0.77], [-0.11, 2.23, 1.59], [-0.60, 0.48, 1.85], [-1.47, 1.35, 0.70], [2.32, 1.82, -0.84]]}

(2)
{"formula": "C4H10O", "method": "ωB97M-V/def2-TZVPD", "gap_ev": 9.75, "largest_force_ev_per_a": 2.77, "lumo_ev": 0.863, "e_tot_ev": -6356.57575, "de_lowest_ev": 1.227, "charge": 0, "smiles": "C=C(C)C.O", "homo_ev": -8.89, "elements": ["C", "C", "C", "C", "H", "H", "H", "H", "H", "H", "H", "H", "O", "H", "H"], "xyz": [[-0.62, 0.91, 0.94], [-0.61, 0.20, -0.18], [-0.91, 0.76, -1.51], [-0.14, -1.26, -0.13], [-0.73, 0.54, 1.96], [-0.83, 1.98, 0.94], [-0.42, 1.69, -1.80], [-1.99, 0.88, -1.66], [-0.66, 0.04, -2.29], [0.09, -1.67, 0.84], [0.73, -1.41, -0.79], [-0.95, -1.78, -0.65], [2.12, -0.39, 1.72], [2.48, 0.47, 1.56], [2.43, -0.98, 1.05]]}

(3)
{"formula": "C4H10O", "method": "ωB97M-V/def2-TZVPD", "gap_ev": 11.02, "largest_force_ev_per_a": 3.87, "lumo_ev": 0.903, "e_tot_ev": -6357.12620, "de_lowest_ev": 0.677, "charge": 0, "smiles": "CC(C)CO", "homo_ev": -10.12, "elements": ["C", "C", "C", "C", "O", "H", "H", "H", "H", "H", "H", "H", "H", "H", "H"], "xyz": [[-1.67, -0.81, 0.04], [-0.48, 0.02, -0.34], [-0.59, 1.48, 0.13], [0.77, -0.69, 0.18], [1.96, 0.04, -0.18], [-1.59, -1.81, -0.40], [-1.80, -1.00, 1.12], [-2.64, -0.37, -0.24], [-0.45, 0.07, -1.42], [-0.65, 1.59, 1.25], [-1.43, 1.97, -0.36], [0.36, 2.00, -0.19], [0.88, -1.71, -0.29], [0.76, -0.83, 1.28], [2.68, -0.21, 0.57]]}

(4)
{"formula": "C4H10O", "method": "ωB97M-V/def2-TZVPD", "gap_ev": 8.21, "largest_force_ev_per_a": 0.37, "lumo_ev": 0.695, "e_tot_ev": -6353.44393, "de_lowest_ev": 4.359, "charge": 0, "homo_ev": -7.52, "elements": ["C", "C", "C", "C", "O", "H", "H", "H", "H", "H", "H", "H", "H", "H", "H"], "xyz": [[2.00, 0.16, 0.24], [0.96, -0.78, -0.39], [-0.18, -0.19, -1.17], [-2.17, 0.00, 0.59], [-1.03, 0.79, 0.20], [1.54, 0.78, 1.01], [2.42, 0.83, -0.53], [2.84, -0.39, 0.70], [1.45, -1.40, -1.16], [0.59, -1.50, 0.36], [0.23, 0.75, -1.62], [-2.59, -0.48, -0.29], [-1.80, -0.76, 1.28], [-2.89, 0.64, 1.10], [-1.36, 1.54, -0.31]]}

(5)
{"formula": "C4H10O", "method": "ωB97M-V/def2-TZVPD", "gap_ev": 10.97, "largest_force_ev_per_a": 1.22, "lumo_ev": 1.042, "e_tot_ev": -6356.89206, "de_lowest_ev": 0.911, "charge": 0, "smiles": "CC=O.CC", "homo_ev": -9.93, "elements": ["C", "C", "O", "H", "H", "H", "H", "C", "C", "H", "H", "H", "H", "H", "H"], "xyz": [[1.68, 0.79, 0.54], [1.27, -0.29, -0.43], [1.20, -0.12, -1.62], [1.44, 1.78, 0.15], [1.16, 0.72, 1.48], [2.76, 0.83, 0.51], [1.04, -1.29, -0.02], [-2.13, -0.53, -0.05], [-1.50, 0.13, 1.17], [-1.41, -1.11, -0.62], [-2.96, -1.20, 0.17], [-2.52, 0.22, -0.74], [-0.91, -0.63, 1.69], [-2.26, 0.48, 1.87], [-0.84, 0.92, 0.83]]}

(6)
{"formula": "C4H10O", "method": "ωB97M-V/def2-TZVPD", "gap_ev": 9.75, "largest_force_ev_per_a": 2.71, "lumo_ev": 0.645, "e_tot_ev": -6353.42748, "de_lowest_ev": 4.375, "charge": 0, "homo_ev": -9.11, "elements": ["C", "C", "C", "C", "O", "H", "H", "H", "H", "H", "H", "H", "H", "H", "H"], "xyz": [[-0.85, 0.58, 1.36], [-0.35, 1.31, 0.18], [0.88, -0.18, -0.58], [0.16, -1.42, -1.10], [0.13, -0.10, 1.98], [0.75, -0.28, 0.77], [-1.19, 1.48, 1.94], [-1.74, -0.03, 1.10], [0.44, 2.03, 0.40], [-1.05, 1.59, -0.61], [0.95, 0.55, -1.39], [1.95, -0.34, -0.39], [0.21, -2.22, -0.36], [0.60, -1.77, -2.04], [-0.89, -1.21, -1.28]]}

(7)
{"formula": "C4H10O", "method": "ωB97M-V/def2-TZVPD", "gap_ev": 10.98, "largest_force_ev_per_a": 2.86, "lumo_ev": 1.082, "e_tot_ev": -6356.93902, "de_lowest_ev": 0.864, "charge": 0, "smiles": "CCCCO", "homo_ev": -9.90, "elements": ["C", "C", "C", "C", "O", "H", "H", "H", "H", "H", "H", "H", "H", "H", "H"], "xyz": [[-1.42, 1.84, -0.86], [-0.50, 1.25, 0.22], [0.13, -0.06, -0.35], [0.76, -0.89, 0.73], [1.08, -2.25, 0.38], [-0.81, 2.13, -1.71], [-1.77, 2.79, -0.41], [-2.31, 1.35, -1.24], [0.29, 1.95, 0.49], [-1.04, 0.95, 1.12], [-0.61, -0.61, -0.94], [0.84, 0.24, -1.13], [0.32, -0.84, 1.73], [1.78, -0.50, 0.94], [1.10, -2.33, -0.56]]}

(8)
{"formula": "C4H10O", "method": "ωB97M-V/def2-TZVPD", "gap_ev": 9.47, "largest_force_ev_per_a": 0.35, "lumo_ev": 0.852, "e_tot_ev": -6356.83465, "de_lowest_ev": 0.968, "charge": 0, "smiles": "C/C=C\\O.C", "homo_ev": -8.62, "elements": ["C", "C", "C", "O", "H", "H", "H", "H", "H", "H", "C", "H", "H", "H", "H"], "xyz": [[-0.65, -1.98, -1.62], [-0.63, -0.48, -1.74], [0.19, 0.31, -1.06], [1.12, -0.18, -0.18], [0.03, -2.31, -0.84], [-0.35, -2.46, -2.56], [-1.66, -2.34, -1.38], [-1.32, -0.01, -2.44], [0.17, 1.40, -1.17], [1.51, 0.56, 0.31], [0.10, 1.85, 2.19], [-0.18, 0.86, 1.82], [-0.26, 2.62, 1.50], [-0.36, 2.01, 3.17], [1.19, 1.93, 2.30]]}